# C35H104N4O15

A cluster of 15 separate species, C35H104N4O15 in total (ωB97M-V/def2-TZVPD, the OMol25 dataset).

Calculated total energy = -2743.16863 a.u.
HOMO energy = -9.1 eV
Lowest unoccupied orbital energy = 0.1 eV

Last columns: bonded neighbours and bond lengths (Å).
CARTESIAN COORDINATES (ANGSTROEM)
1 C 8.3744 -11.3818 15.8894  C2 1.476, H5 1.090, H6 1.090, H7 1.090
2 C 8.8673 -10.1924 15.1668  C1 1.476, C3 1.483, O4 1.381, H8 1.090
3 C 8.5201 -8.9312 15.8663  C2 1.483, H9 1.090, H10 1.090, H11 1.090
4 O 10.2159 -10.1325 14.8777  C2 1.381, H12 0.960
5 H 9.1545 -11.7962 16.5279  C1 1.090
6 H 8.2120 -12.2060 15.1948  C1 1.090
7 H 7.4196 -11.2645 16.4020  C1 1.090
8 H 8.2907 -10.0523 14.2524  C2 1.090
9 H 7.5046 -8.8132 16.2442  C3 1.090
10 H 8.6426 -8.0368 15.2553  C3 1.090
11 H 9.0732 -8.8316 16.8003  C3 1.090
12 H 10.3676 -9.4164 14.2567  O4 0.960
13 C 1.1957 -3.9648 15.4297  C14 1.572, H17 1.090, H18 1.090, H19 1.090
14 C 1.5936 -2.6571 14.6542  C13 1.572, C15 1.576, O16 1.420, H20 1.090
15 C 0.5272 -2.2426 13.5708  C14 1.576, H21 1.090, H22 1.090, H23 1.090
16 O 1.4022 -1.6564 15.6439  C14 1.420, H24 0.960
17 H 0.3388 -3.7942 16.0814  C13 1.090
18 H 2.0122 -4.4126 15.9962  C13 1.090
19 H 0.9385 -4.7693 14.7407  C13 1.090
20 H 2.6483 -2.6797 14.3803  C14 1.090
21 H 0.4427 -3.0040 12.7954  C15 1.090
22 H 0.8858 -1.3518 13.0549  C15 1.090
23 H -0.4675 -2.1074 13.9955  C15 1.090
24 H 1.8920 -1.8128 16.4546  O16 0.960
25 C 14.2689 -3.8173 20.1389  C26 1.557, H29 1.090, H30 1.090, H31 1.090
26 C 13.5297 -2.6369 19.4427  C25 1.557, C27 1.522, O28 1.409, H32 1.090
27 C 12.1736 -2.2855 20.0364  C26 1.522, H33 1.090, H34 1.090, H35 1.090
28 O 14.3704 -1.5157 19.5908  C26 1.409, H36 0.960
29 H 13.7781 -4.7899 20.1754  C25 1.090
30 H 14.5016 -3.6529 21.1909  C25 1.090
31 H 15.2439 -4.0712 19.7228  C25 1.090
32 H 13.4086 -2.9541 18.4069  C26 1.090
33 H 12.3226 -1.9570 21.0649  C27 1.090
34 H 11.4408 -3.0912 20.0812  C27 1.090
35 H 11.7648 -1.4671 19.4437  C27 1.090
36 H 14.3054 -0.8859 18.8692  O28 0.960
37 C 11.3161 -5.6897 18.3789  C38 1.513, H41 1.090, H42 1.090, H43 1.090
38 C 11.6452 -7.0812 18.8740  C37 1.513, C39 1.517, O40 1.435, H44 1.090
39 C 12.9920 -7.4558 18.2844  C38 1.517, H45 1.090, H46 1.090, H47 1.090
40 O 11.8472 -7.0080 20.2928  C38 1.435, H48 0.960
41 H 10.3841 -5.3486 18.8295  C37 1.090
42 H 11.1770 -5.7735 17.3011  C37 1.090
43 H 12.1637 -5.0611 18.6518  C37 1.090
44 H 10.9831 -7.9320 18.7130  C38 1.090
45 H 13.8006 -7.0244 18.8744  C39 1.090
46 H 12.9768 -7.1889 17.2277  C39 1.090
47 H 13.2188 -8.5132 18.4206  C39 1.090
48 H 11.1404 -7.5082 20.7073  O40 0.960
49 C -0.3840 -4.8362 21.3799  C50 1.552, H55 1.090, H56 1.090, H57 1.090
50 C 0.6944 -4.8422 20.2637  C49 1.552, C51 1.567, N54 1.509, H58 1.090
51 C 1.9319 -5.7889 20.4296  C50 1.567, O52 1.449, H59 1.090, H60 1.090
52 O 2.8028 -5.3336 19.3652  C51 1.449, C53 1.434
53 C 4.0670 -5.9913 19.5277  O52 1.434, H61 1.090, H62 1.090, H63 1.090
54 N 0.0040 -5.1366 18.9545  C50 1.509, H64 1.010, H65 1.010
55 H -0.1438 -4.1671 22.2062  C49 1.090
56 H -0.4651 -5.8311 21.8177  C49 1.090
57 H -1.3388 -4.5003 20.9752  C49 1.090
58 H 1.1147 -3.8377 20.2150  C50 1.090
59 H 1.7943 -6.8594 20.2777  C51 1.090
60 H 2.4153 -5.6278 21.3931  C51 1.090
61 H 3.9958 -7.0563 19.3066  C53 1.090
62 H 4.5714 -5.8760 20.4870  C53 1.090
63 H 4.7859 -5.5324 18.8490  C53 1.090
64 H -0.4691 -4.2709 18.7381  N54 1.010
65 H 0.7960 -5.2017 18.3311  N54 1.010
66 C 4.8287 -9.6525 13.7528  C67 1.524, H72 1.090, H73 1.090, H74 1.090
67 C 3.7778 -9.6737 14.8566  C66 1.524, C68 1.535, N71 1.432, H75 1.090
68 C 4.3358 -10.0783 16.2281  C67 1.535, O69 1.435, H76 1.090, H77 1.090
69 O 3.2513 -9.9076 17.1526  C68 1.435, C70 1.418
70 C 3.5479 -10.2625 18.4933  O69 1.418, H78 1.090, H79 1.090, H80 1.090
71 N 3.1385 -8.3931 14.8045  C67 1.432, H81 1.010, H82 1.010
72 H 4.5755 -9.0374 12.8893  C66 1.090
73 H 4.9794 -10.7208 13.5979  C66 1.090
74 H 5.7173 -9.2048 14.1979  C66 1.090
75 H 3.0395 -10.4504 14.6571  C67 1.090
76 H 5.1603 -9.4292 16.5233  C68 1.090
77 H 4.6137 -11.1323 16.2255  C68 1.090
78 H 2.6648 -10.5579 19.0599  C70 1.090
79 H 4.1036 -9.5157 19.0603  C70 1.090
80 H 4.0755 -11.2163 18.4895  C70 1.090
81 H 3.8054 -7.6652 15.0179  N71 1.010
82 H 2.4260 -8.4047 15.5202  N71 1.010
83 C 7.9914 -8.0284 10.8773  C84 1.556, H89 1.090, H90 1.090, H91 1.090
84 C 7.9442 -6.5298 11.2950  C83 1.556, C85 1.527, N88 1.463, H92 1.090
85 C 6.9373 -6.2606 12.4112  C84 1.527, O86 1.447, H93 1.090, H94 1.090
86 O 5.6546 -6.8108 12.0284  C85 1.447, C87 1.405
87 C 4.6635 -6.1391 12.7644  O86 1.405, H95 1.090, H96 1.090, H97 1.090
88 N 9.2929 -6.0157 11.5365  C84 1.463, H98 1.010, H99 1.010
89 H 8.8071 -8.5465 10.3731  C83 1.090
90 H 7.1227 -8.1436 10.2292  C83 1.090
91 H 7.9054 -8.6315 11.7812  C83 1.090
92 H 7.6598 -5.8623 10.4816  C84 1.090
93 H 6.9815 -5.1860 12.5882  C85 1.090
94 H 7.2858 -6.6307 13.3754  C85 1.090
95 H 4.8988 -6.2711 13.8205  C87 1.090
96 H 3.6738 -6.5731 12.6221  C87 1.090
97 H 4.6179 -5.0738 12.5383  C87 1.090
98 H 9.3124 -5.1582 12.0698  N88 1.010
99 H 9.7083 -5.8597 10.6292  N88 1.010
100 C 10.6046 -1.3747 13.7780  C101 1.569, H106 1.090, H107 1.090, H108 1.090
101 C 11.3849 -1.9443 12.5418  C100 1.569, C102 1.565, N105 1.435, H109 1.090
102 C 12.0577 -3.3008 12.9383  C101 1.565, O103 1.478, H110 1.090, H111 1.090
103 O 12.7522 -3.1982 14.2387  C102 1.478, C104 1.422
104 C 12.1608 -3.8513 15.3543  O103 1.422, H112 1.090, H113 1.090, H114 1.090
105 N 10.4568 -2.1389 11.4654  C101 1.435, H115 1.010, H116 1.010
106 H 9.7988 -0.7575 13.3808  C100 1.090
107 H 11.1764 -0.8582 14.5490  C100 1.090
108 H 10.0054 -2.1224 14.2976  C100 1.090
109 H 12.1074 -1.2020 12.2024  C101 1.090
110 H 12.7836 -3.4857 12.1465  C102 1.090
111 H 11.4521 -4.2046 12.8696  C102 1.090
112 H 12.9180 -4.0573 16.1109  C104 1.090
113 H 11.6426 -4.7944 15.1809  C104 1.090
114 H 11.4368 -3.1903 15.8307  C104 1.090
115 H 10.0990 -1.2209 11.2431  N105 1.010
116 H 10.8936 -2.6309 10.6991  N105 1.010
117 C 3.6568 -1.2962 18.1328  O118 1.380, H119 1.090, H120 1.090, H121 1.090
118 O 2.4876 -2.0282 18.1074  C117 1.380, H122 0.960
119 H 4.1229 -1.5802 19.0763  C117 1.090
120 H 4.2404 -1.6163 17.2696  C117 1.090
121 H 3.5445 -0.2145 18.2059  C117 1.090
122 H 2.7263 -2.8838 18.4714  O118 0.960
123 C 7.9920 1.5472 15.8553  O124 1.421, H125 1.090, H126 1.090, H127 1.090
124 O 7.7037 1.5191 14.4644  C123 1.421, H128 0.960
125 H 7.1398 1.8066 16.4834  C123 1.090
126 H 8.0827 0.4631 15.9229  C123 1.090
127 H 8.8975 2.1180 16.0613  C123 1.090
128 H 7.1640 2.2794 14.2360  O124 0.960
129 C 7.9282 -4.5875 15.5467  O130 1.403, H131 1.090, H132 1.090, H133 1.090
130 O 6.7943 -3.7658 15.6318  C129 1.403, H134 0.960
131 H 8.4671 -4.6049 16.4940  C129 1.090
132 H 7.6130 -5.6305 15.5151  C129 1.090
133 H 8.6130 -4.3392 14.7358  C129 1.090
134 H 7.1295 -2.9043 15.3729  O130 0.960
135 C 11.3718 -8.1829 12.6042  O136 1.424, H137 1.090, H138 1.090, H139 1.090
136 O 10.2515 -7.7334 13.3599  C135 1.424, H140 0.960
137 H 11.8682 -7.2761 12.2586  C135 1.090
138 H 12.0983 -8.7744 13.1614  C135 1.090
139 H 11.2241 -8.7832 11.7064  C135 1.090
140 H 9.7147 -7.2271 12.7457  O136 0.960
141 C 8.0321 -6.7207 19.3508  O142 1.382, H143 1.090, H144 1.090, H145 1.090
142 O 6.8832 -6.6547 20.1160  C141 1.382, H146 0.960
143 H 8.1538 -7.7736 19.0965  C141 1.090
144 H 7.7552 -6.1184 18.4856  C141 1.090
145 H 8.8767 -6.3659 19.9414  C141 1.090
146 H 7.0644 -6.3932 21.0217  O142 0.960
147 C 7.4950 -0.5084 20.3425  O148 1.431, H149 1.090, H150 1.090, H151 1.090
148 O 6.7947 -1.7137 20.0187  C147 1.431, H152 0.960
149 H 6.8832 0.3605 20.1001  C147 1.090
150 H 7.9097 -0.5580 21.3493  C147 1.090
151 H 8.3446 -0.2751 19.7008  C147 1.090
152 H 7.2873 -2.4757 20.3320  O148 0.960
153 C 6.1088 -1.0568 13.3954  O154 1.471, H155 1.090, H156 1.090, H157 1.090
154 O 7.1712 -1.1099 14.4111  C153 1.471, H158 0.960
155 H 5.7459 -2.0410 13.0992  C153 1.090
156 H 5.2573 -0.3979 13.5657  C153 1.090
157 H 6.5290 -0.6929 12.4578  C153 1.090
158 H 7.5056 -0.2142 14.3249  O154 0.960